Formula: C32H37LiN4O2SSi
Source: the OMol25 dataset
Level of theory: the ωB97M-V functional and the def2-TZVPD basis

The value obtained for the total energy is -62759.0647 eV. Its total charge is 0.

Geometry as XYZ:
```
78
Properties=species:S:1:pos:R:3:forces:R:3:lowdin_charge:R:1
Li -0.094085 0.154746 -1.081358 -0.219 -0.086 -0.069 0.41
O 6.441915 2.283946 -0.515858 -0.058 0.224 0.101 -0.05
C 6.186615 1.052646 -1.155358 0.245 -0.344 -0.212 -0.22
C 4.705815 0.792146 -1.240858 0.045 -0.487 0.053 -0.18
C 4.216915 -0.512454 -1.347258 0.091 0.624 -0.054 0.00
C 2.848915 -0.685254 -1.472258 0.432 -0.508 -0.055 -0.13
N 1.975315 0.299546 -1.474958 -0.222 0.691 0.177 0.06
C 2.423015 1.559946 -1.358658 1.295 -1.060 -0.033 -0.20
C 3.797015 1.830246 -1.256558 -0.595 0.141 -0.013 0.05
C 1.410815 2.603846 -1.377558 -1.027 1.408 0.081 -0.21
C 1.693415 3.943646 -1.068258 0.104 -0.693 -0.128 0.05
C 0.701615 4.897346 -1.175658 -0.635 0.051 -0.243 -0.19
C 1.003715 6.355146 -0.954358 -0.179 0.074 0.163 -0.22
O 1.637315 6.934046 -2.078958 0.143 0.065 -0.277 -0.05
C -0.571785 4.483046 -1.579558 0.679 0.124 0.282 0.01
C -0.781085 3.130546 -1.784358 -0.431 0.140 -0.209 -0.12
N 0.165515 2.218246 -1.701858 0.874 -0.144 0.216 0.07
H 7.394015 2.423446 -0.480358 -0.112 -0.005 -0.034 0.09
H 6.672915 0.228746 -0.612058 -0.147 0.060 -0.124 0.13
H 6.594015 1.062446 -2.180758 -0.073 -0.057 0.171 0.13
H 4.883815 -1.361454 -1.351958 0.023 -0.097 0.036 0.12
H 2.433015 -1.676054 -1.574758 -0.068 -0.156 0.017 0.10
H 4.170715 2.838346 -1.196858 -0.031 0.135 0.038 0.11
H 2.678315 4.245546 -0.750458 0.148 0.009 0.024 0.12
H 1.708315 6.484246 -0.130258 -0.116 -0.026 0.010 0.12
H 0.076115 6.895546 -0.715558 0.141 -0.095 0.047 0.12
H 1.119715 6.728946 -2.866058 0.019 0.025 0.054 0.09
H -1.373485 5.194946 -1.708758 -0.105 0.025 0.052 0.12
H -1.760885 2.756746 -2.040658 -0.163 -0.079 -0.005 0.08
C 0.690515 1.565946 4.226942 -0.058 -0.047 -0.122 -0.04
C -0.235385 0.515246 3.599442 -0.110 -0.060 0.781 -0.59
C 0.170615 -0.894954 4.047742 -0.033 0.033 -0.049 -0.04
C -1.693985 0.797346 3.980342 0.033 -0.001 -0.102 -0.03
C -0.093785 0.555146 2.159642 0.047 0.089 -0.323 -0.16
N 0.044015 0.543446 1.024442 0.168 -0.028 -0.488 0.19
H 0.642115 1.478746 5.309642 0.001 -0.007 0.108 0.09
H 0.377915 2.569346 3.946942 -0.001 0.084 -0.027 0.09
H 1.720515 1.420846 3.907542 0.071 -0.013 0.006 0.09
H 0.049115 -0.979754 5.125042 -0.008 -0.010 0.105 0.09
H 1.209915 -1.090354 3.793842 0.111 -0.050 0.004 0.09
H -0.448685 -1.646054 3.560942 -0.034 -0.068 -0.003 0.09
H -1.788685 0.777446 5.065042 0.000 -0.017 0.056 0.09
H -2.360985 0.048546 3.555142 -0.029 0.001 -0.018 0.09
H -2.000085 1.778546 3.622242 -0.060 0.030 -0.019 0.09
C -3.717985 1.107546 0.006542 -0.021 -0.242 -0.368 -0.27
Si -2.695785 0.037046 -1.242358 0.441 0.276 0.000 0.52
C -3.490285 0.466946 -2.950658 -0.194 -0.160 0.485 -0.29
C -3.304385 -1.729354 -0.840158 -0.175 0.523 -0.285 -0.35
C -2.892085 -2.348454 0.336042 0.008 -0.021 0.094 -0.14
C -3.227185 -3.657154 0.624742 0.029 -0.149 0.167 -0.11
C -3.986385 -4.391454 -0.273858 -0.151 -0.165 0.037 -0.13
C -4.419985 -3.793354 -1.444458 -0.086 -0.229 -0.018 -0.12
C -4.078085 -2.481154 -1.717358 -0.080 -0.070 -0.098 -0.12
H -4.781785 1.098446 -0.226558 -0.235 0.001 -0.015 0.01
H -3.387485 2.142646 0.005342 0.101 0.260 0.000 -0.01
H -3.603185 0.732946 1.019942 0.085 -0.110 0.243 -0.01
H -4.573085 0.561246 -2.898358 -0.308 -0.001 -0.064 0.01
H -3.255685 -0.285954 -3.697558 0.098 -0.180 -0.184 0.00
H -3.100385 1.408246 -3.325558 0.107 0.232 -0.079 -0.02
H -2.281285 -1.783454 1.030142 0.135 0.041 0.139 0.08
H -2.889885 -4.118954 1.544842 0.035 -0.014 0.057 0.10
H -4.247385 -5.418754 -0.057058 -0.007 -0.061 0.021 0.09
H -5.025785 -4.354554 -2.144358 -0.034 -0.043 -0.049 0.10
H -4.425085 -2.028754 -2.634158 -0.090 0.060 -0.163 0.08
S -0.926585 -4.606854 -2.143358 0.239 0.298 0.290 1.07
C -0.615485 -2.906154 -2.322658 -0.173 -0.504 0.095 -0.43
N -0.002185 -2.327054 -1.358858 0.292 0.947 -0.278 0.02
C 0.300815 -3.208054 -0.361358 -0.050 -1.097 0.212 -0.34
C 0.989815 -2.915154 0.812342 -0.064 0.094 -0.099 -0.03
C 1.239715 -3.928154 1.712942 0.036 0.119 0.050 -0.09
C 0.811215 -5.231654 1.462442 -0.085 -0.143 -0.039 -0.09
C 0.126615 -5.546254 0.305242 0.027 -0.045 0.068 -0.09
C -0.121385 -4.533254 -0.605258 0.009 0.358 -0.237 -0.46
H -0.951585 -2.391754 -3.199958 -0.165 0.224 -0.277 0.08
H 1.303115 -1.896754 0.976342 0.094 0.153 0.136 0.09
H 1.776815 -3.716454 2.626642 0.033 0.032 0.060 0.10
H 1.018415 -6.007854 2.182642 0.020 -0.085 0.083 0.10
H -0.206785 -6.550654 0.104942 -0.029 -0.192 0.039 0.11
```
Positions in Å, forces in eV/Å.